Entry 1:
{
  "formula": "C4H8O2",
  "method": "ωB97M-V/def2-TZVPD",
  "multiplicity": 1,
  "lumo_ha": 0.0312,
  "symbols": ["C", "C", "O", "C", "C", "O", "H", "H", "H", "H", "H", "H", "H", "H"],
  "coordinates": [[2.2941, 0.6334, -0.1623], [0.6283, -0.9902, -0.0474], [0.9030, 0.2974, -0.0294], [-0.8716, -1.1491, -0.0439], [-1.7703, -0.0001, 0.4195], [-1.7196, 1.1259, -0.4296], [2.8979, -0.1843, 0.2341], [2.5064, 0.7834, -1.2235], [2.4576, 1.5622, 0.3864], [-1.0911, -1.3848, -1.0998], [-1.1031, -2.0711, 0.5045], [-1.5106, 0.2698, 1.4557], [-2.8129, -0.3346, 0.4244], [-0.8080, 1.4419, -0.3888]],
  "forces_ev_per_angstrom": [[0.23, 0.08, -0.02], [-0.30, 0.46, -0.03], [-0.09, -0.51, 0.00], [0.07, -0.08, 0.02], [-0.01, -0.29, 0.23], [0.19, 0.18, -0.02], [-0.08, 0.13, -0.06], [0.00, 0.00, 0.16], [-0.01, -0.13, -0.04], [0.03, -0.01, 0.10], [0.04, 0.12, -0.07], [-0.04, 0.00, -0.15], [0.16, 0.02, 0.01], [-0.19, 0.03, -0.12]],
  "nbo_charge": [-0.248, 0.275, -0.533, -0.600, -0.070, -0.721, 0.209, 0.193, 0.191, 0.253, 0.234, 0.158, 0.185, 0.475]
}

=====

Entry 2:
{
  "formula": "C4H8O2",
  "method": "ωB97M-V/def2-TZVPD",
  "multiplicity": 1,
  "lumo_ha": 0.0203,
  "symbols": ["C", "C", "C", "C", "H", "H", "H", "H", "H", "H", "H", "H", "O", "O"],
  "coordinates": [[-1.7224, -0.0270, -0.5482], [-0.7997, -0.0389, 0.6746], [0.4603, 0.7544, 0.6922], [0.4825, -0.7600, 0.6655], [-1.4863, 1.2128, -0.9850], [-1.2293, -0.8917, -1.3187], [-3.1138, -0.0829, -0.1027], [-1.4440, -0.0039, 1.6193], [0.5358, 1.3785, 1.6124], [0.1042, 1.4844, -1.1574], [0.7878, -1.2487, 1.5517], [1.4011, -0.6597, -0.9693], [0.9564, 1.2332, -0.5553], [0.7837, -1.3281, -0.5890]],
  "forces_ev_per_angstrom": [[-0.48, 1.39, -0.69], [-3.61, 0.04, 1.00], [0.21, 0.33, -0.61], [-0.28, 0.06, -0.27], [-1.50, -3.73, 0.56], [-2.19, 2.60, 1.79], [4.70, 0.01, -1.90], [1.48, -0.06, -1.12], [0.79, -0.50, -1.04], [2.88, -0.77, 1.98], [0.42, -0.89, 0.49], [-0.49, -0.66, -0.10], [-3.06, 1.48, -0.88], [1.14, 0.70, 0.79]],
  "nbo_charge": [-0.613, -0.326, 0.039, 0.059, 0.154, 0.279, 0.242, 0.228, 0.201, 0.478, 0.186, 0.495, -0.722, -0.702]
}

=====

Entry 3:
{
  "formula": "C4H8O2",
  "method": "ωB97M-V/def2-TZVPD",
  "smiles": "CCOC(C)=O",
  "multiplicity": 1,
  "lumo_ha": 0.0321,
  "symbols": ["C", "C", "O", "C", "O", "C", "H", "H", "H", "H", "H", "H", "H", "H"],
  "coordinates": [[-1.8586, -0.4406, 0.8049], [-1.0984, -0.1926, -0.5766], [0.2215, -0.7244, -0.6341], [1.3575, -0.0178, -0.9739], [1.7726, 0.0356, -2.0980], [2.0552, 0.5668, 0.2262], [-1.5726, -1.4301, 1.1097], [-1.6462, 0.2705, 1.6353], [-2.9475, -0.3661, 0.6373], [-1.6731, -0.6788, -1.3662], [-1.2424, 0.8352, -0.3477], [1.4262, 1.3595, 0.6454], [3.0231, 0.9810, -0.0603], [2.1827, -0.1981, 0.9979]],
  "forces_ev_per_angstrom": [[0.37, -0.84, -0.29], [-1.29, -0.59, 2.21], [-0.03, 0.10, 0.38], [-0.02, 0.17, -0.21], [-0.44, -0.09, 0.55], [0.05, 0.07, 0.00], [-0.34, -0.61, 0.59], [0.35, -0.34, -0.81], [0.47, -0.24, -0.12], [0.02, 0.70, -0.06], [1.02, 1.73, -2.13], [0.07, -0.09, 0.00], [-0.18, -0.05, 0.02], [-0.07, 0.10, -0.14]],
  "nbo_charge": [-0.626, -0.086, -0.572, 0.820, -0.532, -0.730, 0.213, 0.201, 0.215, 0.193, 0.197, 0.231, 0.235, 0.240]
}

=====

Taking the records one at a time from the top gives energy relative to the best compared isomer or geometry (same formula, charge and spin) values of 85.3 119.2 40.4 kcal/mol.
Taking the records one at a time from the top gives E_tot values of -307.5765 -307.5225 -307.6481 hartree.